(1)
C49H52Cl3N4O9SY | ωB97M-V/def2-TZVPD

Geometry as XYZ:
```
119
Properties=species:S:1:pos:R:3:forces:R:3
Y 0.284 0.183 0.009 -0.1 0.2 -0.4
O 1.762 -3.103 1.421 -0.1 0.2 -0.1
S 1.163 -1.809 1.732 0.7 -1.9 1.1
O 1.056 -1.565 3.163 0.0 0.2 0.0
O -0.183 -1.668 1.079 -0.2 -0.5 0.6
O 1.977 -0.711 1.076 0.6 -0.3 0.2
C 0.596 3.817 5.534 -0.1 -0.1 -0.2
C 0.329 2.514 4.797 -0.1 0.0 0.5
C 0.013 1.366 5.765 0.0 0.0 -0.2
O -0.730 2.721 3.901 0.1 0.1 -0.2
C -0.530 1.777 2.847 -0.1 -0.1 -0.1
C 1.031 1.684 2.738 -0.1 0.3 -0.3
O 1.454 2.182 4.013 0.1 0.1 -0.1
C 1.826 2.334 1.554 0.3 0.5 0.4
O 1.168 2.066 0.368 0.7 0.3 0.6
C 3.276 1.772 1.508 -0.1 -0.1 -0.1
C 3.862 0.970 2.479 -0.1 0.1 0.0
C 5.161 0.505 2.317 0.1 0.0 0.0
C 5.912 0.877 1.213 0.1 -0.1 0.0
C 5.345 1.709 0.256 0.0 0.0 -0.1
C 4.034 2.130 0.396 0.0 0.0 0.0
C 2.092 3.846 1.733 -0.2 0.1 -0.1
C 2.861 4.353 2.783 -0.1 0.1 0.0
C 3.148 5.707 2.861 0.0 0.0 0.0
C 2.708 6.577 1.871 0.0 0.1 -0.1
C 1.996 6.071 0.794 0.0 0.1 0.0
C 1.694 4.718 0.729 0.0 -0.1 0.0
C -1.547 2.003 1.674 -0.4 0.2 0.3
O -1.488 0.935 0.803 -0.4 0.7 0.5
C -1.445 3.360 0.964 -0.1 0.0 0.0
C -1.331 4.567 1.651 0.0 0.0 0.0
C -1.412 5.778 0.977 0.0 0.0 0.0
C -1.585 5.806 -0.398 0.0 0.0 0.0
C -1.690 4.608 -1.092 0.0 0.0 0.0
C -1.642 3.401 -0.413 0.1 0.0 0.0
C -2.948 1.921 2.358 -0.1 0.0 0.0
C -3.869 2.960 2.444 0.1 0.0 0.0
C -5.114 2.768 3.034 -0.1 0.0 0.0
C -5.461 1.534 3.560 0.0 0.0 0.0
C -4.557 0.484 3.463 0.0 0.0 0.0
C -3.326 0.675 2.859 0.0 -0.1 0.0
H -0.267 4.068 6.153 0.0 0.0 0.0
H 0.765 4.609 4.804 0.0 0.0 0.0
H 1.482 3.710 6.160 0.0 0.0 0.0
H -0.997 1.486 6.160 0.0 0.0 0.0
H 0.730 1.362 6.586 0.0 0.0 0.0
H 0.088 0.412 5.240 0.0 0.0 0.0
H -0.820 0.788 3.222 0.0 0.0 0.0
H 1.272 0.628 2.701 0.0 -0.1 0.1
H 3.302 0.674 3.357 0.0 0.0 0.0
H 5.584 -0.165 3.058 0.0 0.0 0.0
H 6.927 0.513 1.090 0.0 0.0 0.0
H 5.922 2.036 -0.602 0.0 -0.1 0.0
H 3.572 2.744 -0.368 0.0 0.0 0.0
H 3.246 3.679 3.534 0.0 0.0 0.0
H 3.732 6.089 3.693 0.0 0.0 0.0
H 2.930 7.637 1.932 0.0 0.0 0.0
H 1.665 6.732 0.001 0.0 0.0 0.0
H 1.148 4.301 -0.109 -0.1 0.0 0.0
H -1.195 4.561 2.723 0.0 0.0 0.0
H -1.330 6.708 1.528 0.0 0.0 0.0
H -1.628 6.752 -0.927 0.0 0.0 0.0
H -1.819 4.613 -2.169 0.0 0.0 0.0
H -1.756 2.467 -0.946 0.0 0.0 0.0
H -3.626 3.936 2.050 0.0 0.0 0.0
H -5.816 3.594 3.079 0.0 0.0 0.0
H -6.429 1.387 4.026 0.0 0.0 0.0
H -4.814 -0.493 3.858 0.0 0.0 0.0
H -2.642 -0.158 2.746 0.0 0.0 0.0
N -0.185 0.397 -3.371 -0.2 0.0 0.2
C -0.041 0.387 -2.218 -0.5 0.5 -2.8
Cl -2.750 -4.217 -2.841 0.1 -0.3 -0.1
C -3.187 -2.698 -2.051 0.4 0.6 0.4
Cl -1.921 -2.127 -0.932 -0.7 -0.7 -0.3
H -4.090 -2.875 -1.481 0.0 0.1 0.0
H -3.328 -1.954 -2.825 0.0 0.0 0.0
C 7.410 -4.605 -2.294 0.0 0.1 -0.1
C 6.531 -4.431 -3.537 -0.1 -0.1 0.0
C 5.876 -5.783 -3.875 0.0 0.1 0.0
C 7.424 -4.043 -4.726 -0.1 0.0 0.1
C 5.416 -3.336 -3.332 0.1 0.0 0.1
O 4.672 -3.301 -4.537 0.2 -0.1 0.0
C 6.053 -1.955 -3.087 -0.3 0.0 -0.1
C 5.088 -0.763 -2.987 0.2 -0.1 0.0
C 4.318 -0.416 -4.236 -0.2 0.1 0.0
C 2.934 -0.286 -4.185 0.2 0.0 0.0
C 2.201 0.081 -5.305 -0.1 0.0 -0.2
C 2.869 0.326 -6.490 0.2 -0.1 0.3
Cl 1.976 0.805 -7.909 -0.1 0.0 -0.2
C 4.248 0.214 -6.570 0.0 0.0 0.0
C 4.962 -0.153 -5.442 0.0 0.0 0.0
C 4.519 -3.734 -2.129 0.1 -0.1 -0.3
N 3.224 -3.096 -2.153 -0.1 0.1 0.5
C 2.653 -2.301 -1.236 -0.3 -0.3 -0.4
N 1.425 -1.988 -1.619 0.6 0.1 0.1
C 1.306 -2.624 -2.805 -0.6 -0.2 0.2
N 2.350 -3.340 -3.157 -0.1 0.1 -0.1
H 8.125 -5.412 -2.470 0.0 0.0 0.0
H 6.821 -4.865 -1.412 0.0 0.0 0.0
H 7.977 -3.699 -2.073 0.0 0.0 0.0
H 6.606 -6.446 -4.344 0.0 0.0 0.0
H 5.051 -5.631 -4.570 0.0 -0.1 0.0
H 5.502 -6.291 -2.985 0.0 0.0 0.0
H 8.052 -4.892 -5.004 0.0 0.0 0.0
H 8.087 -3.213 -4.482 0.0 0.0 0.0
H 6.808 -3.766 -5.582 0.1 0.0 0.0
H 3.717 -3.305 -4.341 -0.1 0.0 0.0
H 6.751 -1.760 -3.902 0.0 0.0 0.0
H 6.622 -1.994 -2.155 0.1 0.0 0.0
H 5.699 0.099 -2.714 0.0 0.1 0.1
H 4.385 -0.903 -2.169 0.1 0.1 0.0
H 2.402 -0.456 -3.253 0.1 0.1 -0.2
H 1.125 0.178 -5.234 0.0 0.0 0.1
H 4.756 0.418 -7.503 0.0 0.0 0.0
H 6.042 -0.228 -5.509 0.0 0.0 0.0
H 4.986 -3.459 -1.185 0.0 0.0 0.0
H 4.354 -4.809 -2.141 0.0 0.0 0.1
H 3.125 -1.972 -0.330 0.1 0.0 0.2
H 0.410 -2.581 -3.403 0.0 0.1 0.0
```
Positions in Å, forces in eV/Å.

Summary:
electronic energy	-125498.7366	eV
LUMO level	3.663	eV
largest force on an atom	2.9	eV Å⁻¹
E_HOMO	-3.726	eV
HOMO-LUMO gap	7.390	eV
total charge	-2



(2)
C49H53AsIrN2OP2Si2 | ωB97M-V/def2-TZVPD

Geometry as XYZ:
```
111
Properties=species:S:1:pos:R:3:forces:R:3
Ir 0.234 -0.204 -0.690 0.5 0.4 0.8
C 1.669 -2.495 -3.542 0.0 -0.1 0.0
Si 2.786 -1.684 -2.291 0.0 0.0 0.0
C 4.214 -2.769 -1.810 0.0 0.1 0.0
C 3.410 -0.033 -2.892 -0.1 0.0 0.0
N 1.773 -1.350 -0.840 0.1 -0.1 -0.5
P 1.858 -1.697 0.774 -0.1 -0.9 0.9
C 0.293 -1.210 1.308 0.1 1.1 -1.6
P -1.362 -1.510 0.923 0.0 -0.6 0.8
N -1.367 -1.241 -0.716 -0.5 0.3 -0.2
Si -2.349 -1.359 -2.212 0.1 -0.1 0.0
C -2.337 -3.146 -2.708 0.0 0.0 0.0
C -4.088 -0.745 -1.976 0.0 0.0 0.0
C -1.451 -0.258 -3.449 0.1 0.1 0.1
C -2.446 -0.324 1.737 -0.1 -0.1 0.0
C -3.152 0.654 1.050 0.0 0.0 -0.1
C -4.020 1.497 1.728 0.0 0.0 0.0
C -4.179 1.366 3.100 0.0 0.0 0.0
C -3.468 0.395 3.795 0.0 0.0 0.0
C -2.610 -0.452 3.117 0.1 0.0 0.0
C -2.022 -3.099 1.402 0.0 0.0 -0.1
C -3.380 -3.359 1.202 0.0 0.0 0.0
C -3.905 -4.590 1.551 0.0 0.0 0.0
C -3.082 -5.555 2.122 0.0 0.0 0.0
C -1.738 -5.292 2.342 0.0 0.0 0.0
C -1.203 -4.065 1.976 0.1 -0.1 0.0
C 3.120 -0.653 1.507 0.0 0.0 0.0
C 2.761 0.644 1.877 0.0 0.0 0.1
C 3.725 1.525 2.333 0.0 0.0 0.0
C 5.049 1.114 2.436 0.0 0.0 0.0
C 5.411 -0.174 2.070 0.0 0.0 0.0
C 4.451 -1.058 1.597 0.0 0.0 -0.1
C 2.250 -3.419 1.071 0.0 0.0 0.0
C 1.742 -4.354 0.166 0.0 0.0 0.0
C 1.919 -5.706 0.394 0.0 0.0 0.0
C 2.596 -6.132 1.532 0.0 0.0 0.0
C 3.087 -5.208 2.444 0.0 0.0 0.0
C 2.915 -3.850 2.217 -0.1 0.0 0.1
H 2.043 -2.335 -4.556 0.0 0.0 0.0
H 0.656 -2.095 -3.499 0.0 0.0 0.0
H 1.613 -3.574 -3.383 0.0 0.0 0.0
H 4.811 -2.943 -2.710 0.0 0.0 0.0
H 3.911 -3.740 -1.420 0.0 0.0 0.0
H 4.869 -2.288 -1.081 0.0 0.0 0.0
H 4.161 -0.169 -3.673 0.0 0.0 0.0
H 3.881 0.512 -2.069 0.0 0.0 0.0
H 2.613 0.584 -3.316 0.0 0.0 0.0
H -2.834 -3.765 -1.958 0.0 0.0 0.0
H -1.318 -3.518 -2.831 0.0 0.0 0.0
H -2.863 -3.289 -3.655 0.0 0.0 0.0
H -4.616 -1.231 -1.154 0.0 0.0 0.0
H -4.639 -0.973 -2.893 0.0 0.0 0.0
H -4.142 0.333 -1.822 0.0 0.0 0.0
H -0.435 0.043 -3.149 0.0 0.0 0.0
H -2.007 0.666 -3.623 0.0 0.0 0.0
H -1.332 -0.766 -4.408 0.0 0.0 0.0
H -3.018 0.761 -0.017 0.0 0.0 0.0
H -4.577 2.253 1.189 0.0 0.0 0.0
H -4.864 2.015 3.629 0.0 0.0 0.0
H -3.594 0.291 4.864 0.0 0.0 0.0
H -2.068 -1.217 3.662 0.0 0.0 0.0
H -4.032 -2.594 0.795 0.0 0.0 0.0
H -4.955 -4.795 1.394 0.0 0.0 0.0
H -3.497 -6.513 2.409 0.0 0.0 0.0
H -1.105 -6.041 2.797 0.0 0.0 0.0
H -0.155 -3.862 2.156 0.0 0.0 0.0
H 1.720 0.944 1.825 0.0 0.0 0.0
H 3.444 2.531 2.620 0.0 0.0 0.0
H 5.799 1.799 2.808 0.0 0.0 0.0
H 6.440 -0.494 2.156 0.0 0.0 0.0
H 4.746 -2.055 1.297 0.0 0.0 0.0
H 1.203 -4.022 -0.716 0.0 0.0 0.0
H 1.529 -6.431 -0.308 0.0 0.0 0.0
H 2.738 -7.190 1.710 0.0 0.0 0.0
H 3.608 -5.544 3.330 0.0 0.0 0.0
H 3.283 -3.134 2.941 0.0 0.0 0.0
O -0.539 1.517 0.011 -0.1 0.1 -0.1
As -0.443 3.193 -0.293 0.0 -0.2 0.0
C 1.389 3.682 -0.180 0.0 0.1 0.0
C 1.765 4.763 0.610 0.0 0.0 0.0
C 3.108 5.111 0.688 0.0 0.0 0.0
C 4.054 4.387 -0.022 0.0 0.0 0.0
C 3.673 3.309 -0.812 0.0 0.0 0.0
C 2.338 2.952 -0.892 0.0 0.0 0.0
C -1.187 3.562 -2.000 0.0 -0.1 0.0
C -2.510 3.186 -2.228 0.0 0.0 0.0
C -3.057 3.358 -3.488 0.0 0.0 0.0
C -2.282 3.891 -4.512 0.0 0.0 0.0
C -0.965 4.263 -4.281 0.0 0.0 0.0
C -0.409 4.101 -3.019 0.0 0.0 0.0
C -1.443 3.986 1.104 -0.1 -0.1 0.0
C -1.213 3.546 2.406 0.0 0.0 0.0
C -1.961 4.085 3.437 0.0 0.0 0.0
C -2.928 5.046 3.167 0.0 0.0 0.0
C -3.157 5.474 1.867 0.0 0.0 0.0
C -2.413 4.942 0.823 0.0 0.1 0.0
H 1.025 5.329 1.163 0.0 0.0 0.0
H 3.410 5.951 1.299 0.0 0.0 0.0
H 5.098 4.666 0.036 0.0 0.0 0.0
H 4.416 2.755 -1.371 0.0 0.0 0.0
H 2.044 2.113 -1.515 0.0 0.0 0.0
H -3.113 2.774 -1.425 0.0 0.0 0.0
H -4.087 3.084 -3.673 0.0 0.0 0.0
H -2.712 4.024 -5.496 0.0 0.0 0.0
H -0.372 4.685 -5.080 0.0 0.0 0.0
H 0.615 4.402 -2.834 0.0 0.0 0.0
H -0.471 2.783 2.613 0.0 0.0 0.0
H -1.794 3.753 4.454 0.0 0.0 0.0
H -3.507 5.466 3.979 0.0 0.0 0.0
H -3.909 6.224 1.666 0.0 0.0 0.0
H -2.584 5.279 -0.192 0.0 0.0 0.0
```
Positions in Å, forces in eV/Å.

Summary:
electronic energy	-154700.3218	eV
LUMO level (spin up / spin down)	-5.872 / -5.962	eV
largest force on an atom	1.9	eV Å⁻¹
E_HOMO (spin up / spin down)	-13.030 / -13.040	eV
HOMO-LUMO gap (spin up / spin down)	7.158 / 7.077	eV
spin multiplicity	2
total charge	+2
expectation value of S²	0.757



Q: Among the records above, which one has the highest largest force on an atom?
A: C49H52Cl3N4O9SY